(1)
DFT (ωB97M-V/def2-TZVPD) results for C12H16BNO in the gas phase.

Properties
ΔE to the lowest compared entry with this formula, charge and spin in kcal per mole: 22.42
Calculated total energy in eV: -16917.0382
Frontier orbital gap in Eh: 0.341
Structure (SMILES): CB(O)N1CC=C[C@@]1(C)c1ccccc1

Positions of all 31 atoms, in Å:
B: -2.19 -0.46 0.12
C: 2.06 3.11 0.84
C: 2.37 2.41 -0.29
C: 1.40 2.49 1.88
C: 1.93 1.14 -0.59
C: 0.78 1.25 1.67
C: 1.04 0.57 0.46
C: 0.65 -1.59 -1.96
C: 1.29 -1.60 -0.82
C: -0.68 -0.99 -1.83
C: 0.51 -0.90 0.29
C: -3.37 -0.42 -0.99
C: 0.39 -1.84 1.54
N: -1.02 -0.83 -0.48
O: -2.27 -0.31 1.52
H: 2.32 4.12 1.08
H: 3.00 2.76 -1.07
H: 1.39 2.97 2.84
H: 2.11 0.67 -1.55
H: 0.13 0.82 2.49
H: 0.89 -2.09 -2.93
H: 2.24 -1.98 -0.82
H: -0.84 0.00 -2.40
H: -1.32 -1.54 -2.50
H: -3.65 -1.54 -0.98
H: -2.97 -0.30 -1.89
H: -4.35 0.20 -0.90
H: -0.23 -2.72 1.34
H: -0.04 -1.39 2.34
H: 1.52 -2.05 1.74
H: -3.08 0.04 1.83

Atom charges from the Mulliken analysis, given in e for atoms 1 to 2: 0.56, -0.65

***

(2)
DFT (ωB97M-V/def2-TZVPD) results for a molecular structure, C12H16Br12O4.

Properties
ΔE to the lowest compared entry with this formula, charge and spin in kcal per mole: 2.80
Calculated total energy in eV: -861400.1817
Frontier orbital gap in Eh: 0.312

Positions of all 44 atoms, in Å:
O: 3.67 3.86 -1.47
C: 3.07 2.84 -1.85
O: 2.13 2.76 -2.85
C: 1.46 1.55 -2.91
C: 2.48 0.67 -2.32
C: 3.20 1.53 -1.26
H: 1.08 1.35 -3.91
H: 0.56 1.55 -2.30
H: 3.17 0.43 -3.13
H: 2.22 -0.31 -1.93
H: 4.25 1.26 -1.13
H: 2.79 1.57 -0.25
O: 3.33 0.13 2.14
C: 2.24 0.14 2.63
O: 1.24 0.97 2.21
C: 0.03 0.61 2.91
C: 0.40 -0.06 4.13
C: 1.64 -0.80 3.71
H: -0.71 0.15 2.26
H: -0.46 1.50 3.30
H: -0.39 -0.62 4.63
H: 0.73 0.66 4.87
H: 1.50 -1.76 3.21
H: 2.35 -1.04 4.50
C: -0.59 -2.05 -0.32
Br: -2.22 -2.95 -0.98
Br: -0.94 -0.09 -0.45
Br: 0.91 -2.87 -1.39
H: -0.37 -2.42 0.67
C: -2.37 -0.79 -3.75
Br: -4.34 -0.99 -3.50
Br: -1.78 1.01 -4.32
Br: -1.73 -2.22 -4.96
H: -1.90 -1.01 -2.79
C: -1.48 3.66 -0.71
Br: -1.16 4.93 -2.11
Br: -3.46 3.72 -0.66
Br: -0.55 4.47 0.85
H: -1.09 2.70 -1.05
C: -3.71 -4.86 1.94
Br: -2.53 -3.29 2.23
Br: -5.51 -4.26 1.30
Br: -3.91 -6.05 3.59
H: -3.25 -5.51 1.20

Atom charges from the Mulliken analysis, given in e for atoms 1 to 2: -0.64, 0.44

***

Respective maximum force values: 0.1156; 0.0767 Eh/bohr.
Respective lowest unoccupied orbital energy values: 0.684; -1.332 eV.